# 1
Entry from the OMol25 dataset: a molecular structure, ArH28O14 (the ωB97M-V functional and the def2-TZVPD basis).

Summary:
HOMO in eV: -9.80
Gap between HOMO and LUMO in eV: 9.56

Geometry as XYZ:
```
43
Properties=species:S:1:pos:R:3:forces:R:3
Ar -0.512 -0.246 0.054 -0.11 0.00 -0.02
O -0.202 -1.096 3.157 0.61 0.36 0.27
H -0.739 -0.361 3.454 -0.24 0.08 0.13
H -0.834 -1.775 2.920 -0.59 -0.46 -0.38
O 1.645 2.438 -0.580 0.05 0.19 -0.48
H 1.553 2.122 0.319 -0.44 -0.19 0.75
H 2.507 2.854 -0.601 0.20 0.21 -0.23
O 3.918 0.180 0.211 0.57 0.23 -0.67
H 3.365 -0.174 0.908 -0.46 -0.28 0.34
H 3.803 1.128 0.272 0.08 0.12 -0.01
O -3.236 -2.947 -0.989 0.16 0.24 0.28
H -4.025 -2.950 -0.447 -0.38 -0.06 0.15
H -3.472 -3.460 -1.761 0.11 -0.28 -0.31
O -2.235 3.802 0.793 -0.18 -0.08 0.76
H -1.573 3.498 0.171 0.17 0.10 -0.47
H -2.986 4.037 0.248 -0.10 0.06 -0.14
O 2.409 -3.150 0.596 -0.13 -0.37 0.18
H 3.292 -3.360 0.901 0.22 -0.05 -0.05
H 2.137 -2.410 1.139 0.23 0.24 0.21
O 1.674 -0.054 -2.184 -0.13 -0.48 -0.38
H 1.388 0.796 -1.848 -0.07 0.27 0.09
H 2.578 -0.140 -1.880 0.35 -0.04 0.27
O 2.433 -0.839 2.230 0.43 0.05 -0.01
H 2.808 -0.511 3.048 0.21 -0.01 0.25
H 1.504 -0.961 2.425 -0.95 0.05 0.26
O -2.265 -2.988 1.954 0.07 0.31 0.66
H -1.558 -3.629 1.885 0.13 -0.39 -0.19
H -2.406 -2.687 1.057 0.13 0.04 -0.51
O 0.791 2.113 2.158 0.29 -0.04 -0.07
H 0.426 2.890 2.581 -0.15 0.37 -0.01
H 0.392 1.377 2.623 -0.03 -0.30 -0.08
O -1.426 1.657 -3.420 0.08 0.01 -0.47
H -1.237 2.416 -2.868 0.09 0.27 0.26
H -2.010 1.114 -2.890 -0.18 -0.57 0.04
O -0.687 3.664 -1.595 -0.46 0.24 -0.12
H 0.152 3.288 -1.329 0.77 -0.42 0.29
H -0.453 4.391 -2.172 -0.07 0.32 -0.11
O -3.204 -0.465 -2.390 -0.04 0.56 -0.33
H -3.108 -1.270 -1.880 0.21 -0.49 0.31
H -3.866 0.040 -1.918 -0.24 0.15 0.06
O 0.902 -3.076 -1.624 -0.65 -0.28 -0.42
H 0.988 -2.176 -1.938 0.04 0.47 -0.23
H 1.370 -3.085 -0.789 0.41 -0.17 0.16
```
Forces are in eV/Å.

These are the natural (NBO) partial charges, in e, on atoms 1 to 6: 0.000, -0.980, 0.477, 0.511, -0.977, 0.510

***

# 2
Entry from the OMol25 dataset: a molecular structure, ArH28O14 at a distorted geometry (the ωB97M-V functional and the def2-TZVPD basis).

Summary:
HOMO in eV: -9.97
Gap between HOMO and LUMO in eV: 9.71

Geometry as XYZ:
```
43
Properties=species:S:1:pos:R:3:forces:R:3
Ar -0.358 0.260 -0.181 0.19 0.11 -0.06
O -1.230 -3.342 2.196 0.14 0.07 0.12
H -1.820 -4.031 2.503 -0.05 -0.29 0.15
H -1.764 -2.817 1.600 -0.39 0.48 -0.41
O -2.858 1.552 1.988 0.06 -0.17 -0.06
H -3.287 1.934 1.222 0.08 0.41 -0.35
H -3.442 1.757 2.718 -0.13 0.04 0.34
O -1.309 3.898 -1.310 -0.68 -0.12 -0.21
H -1.381 4.275 -2.187 -0.13 0.16 -0.18
H -0.376 3.707 -1.207 0.85 -0.19 0.59
O -2.028 1.150 -3.691 -0.01 -0.07 -0.38
H -2.754 0.933 -3.106 -0.13 -0.07 0.15
H -1.373 1.552 -3.121 0.19 0.15 0.28
O 1.465 3.278 -0.516 -0.92 1.02 0.11
H 1.914 2.711 0.111 0.16 -0.51 0.37
H 1.872 3.074 -1.358 0.45 -0.38 -0.28
O 1.907 -0.493 -3.240 -0.07 -0.04 -0.24
H 2.157 -0.857 -2.390 0.26 -0.33 0.71
H 1.420 -1.198 -3.668 -0.14 0.03 -0.25
O 2.614 2.100 -2.635 0.41 0.64 -0.03
H 2.172 2.453 -3.407 -0.02 -0.03 -0.33
H 2.397 1.168 -2.640 -0.22 -0.34 -0.22
O 1.482 0.544 3.748 0.57 0.34 -0.15
H 0.706 0.057 3.471 -0.81 -0.24 -0.05
H 2.198 -0.088 3.684 0.26 -0.20 0.22
O 2.783 -1.361 -0.476 0.18 0.54 -0.58
H 2.270 -1.961 0.063 -0.57 -0.52 0.63
H 3.694 -1.582 -0.282 0.35 -0.02 -0.06
O 1.351 -3.246 1.080 0.73 0.22 -0.44
H 1.025 -3.730 0.322 -0.09 -0.32 -0.10
H 0.580 -3.119 1.633 -0.54 -0.01 0.42
O -1.489 -2.361 -1.799 -0.21 -0.07 -0.11
H -1.150 -2.758 -0.997 0.01 0.02 0.27
H -0.779 -2.457 -2.434 0.12 0.04 -0.23
O -2.985 -0.963 0.598 -0.04 -0.71 0.06
H -3.822 -0.877 0.143 -0.18 -0.16 -0.18
H -2.818 -0.092 0.960 0.08 0.34 0.28
O 2.615 1.163 1.027 0.35 0.34 -0.06
H 2.248 0.992 1.894 -0.36 0.21 0.63
H 2.628 0.308 0.599 0.00 -0.35 -0.48
O -1.164 -0.430 3.225 0.25 -0.11 0.22
H -1.617 -1.271 3.161 0.07 -0.37 0.06
H -1.695 0.169 2.699 -0.07 0.48 -0.18
```
Forces are in eV/Å.

These are the natural (NBO) partial charges, in e, on atoms 1 to 6: 0.000, -0.974, 0.489, 0.497, -0.960, 0.493

***

# 3
Entry from the OMol25 dataset: a molecular structure, AsF6H26O13 at a distorted geometry (the ωB97M-V functional and the def2-TZVPD basis).

Summary:
⟨S²⟩: 0.76
HOMO (alpha / beta) in eV: -10.94 / -9.84
2S+1: 2
Gap between HOMO and LUMO (alpha / beta) in eV: 10.15 / 1.75

Geometry as XYZ:
```
46
Properties=species:S:1:pos:R:3:forces:R:3
As 10.005 -8.727 15.990 0.27 0.57 -1.22
F 10.304 -7.847 14.467 -0.04 -0.51 1.58
F 8.521 -7.781 16.231 0.84 -0.66 -0.01
F 9.692 -9.522 17.588 0.67 0.65 -2.09
F 11.548 -9.619 15.642 -2.02 0.86 1.04
F 10.893 -7.419 16.859 -0.42 -1.29 -0.52
F 9.063 -9.880 14.986 0.72 0.42 1.48
O 14.297 -8.310 14.408 0.11 1.04 -0.06
H 13.750 -8.227 13.628 -0.14 0.00 -0.25
H 14.291 -9.247 14.607 0.03 -0.93 0.13
O 7.087 -6.041 14.326 -0.65 0.28 0.12
H 7.869 -6.376 13.887 0.54 -0.38 -0.62
H 7.292 -6.102 15.259 0.11 -0.05 0.39
O 7.749 -11.498 17.640 -0.31 -0.33 -0.22
H 7.098 -11.186 18.269 -0.17 -0.03 0.16
H 8.407 -10.803 17.611 0.31 0.21 0.05
O 13.829 -11.018 14.915 0.46 0.04 0.04
H 13.500 -11.629 14.256 -0.03 -0.15 -0.26
H 13.045 -10.706 15.367 -0.42 0.02 0.26
O 8.344 -12.864 14.289 -0.41 0.01 -0.13
H 8.456 -12.052 14.784 0.01 0.13 0.55
H 9.171 -13.332 14.406 0.21 -0.16 -0.03
O 9.176 -7.049 12.315 -0.33 0.13 -0.08
H 9.278 -6.737 11.416 -0.14 0.12 -0.27
H 9.993 -6.804 12.748 0.26 -0.15 0.23
O 4.940 -8.333 16.858 -1.09 0.53 1.06
H 5.196 -8.747 16.034 0.56 -0.85 -1.57
H 5.752 -7.959 17.201 0.93 0.64 0.68
O 10.057 -5.521 18.725 -0.37 -0.07 0.49
H 10.123 -6.194 18.048 0.16 -0.16 -0.46
H 9.856 -4.717 18.247 -0.01 0.27 -0.07
O 6.946 -7.005 18.910 -0.53 -0.18 -0.35
H 6.962 -7.783 19.468 0.00 -0.17 0.26
H 7.848 -6.685 18.920 0.48 0.29 -0.04
O 9.901 -11.293 12.420 0.49 0.08 -0.22
H 9.344 -11.202 13.192 -0.10 -0.05 0.07
H 9.340 -11.038 11.687 -0.09 0.05 -0.18
O 13.628 -6.553 16.325 -0.07 1.35 0.83
H 13.099 -7.119 16.887 -0.48 -0.33 0.62
H 13.843 -7.098 15.568 0.54 -1.12 -1.29
O 12.133 -7.796 19.528 0.27 -0.26 -0.11
H 11.994 -7.290 20.329 0.01 0.20 0.17
H 11.350 -7.634 19.002 -0.15 0.00 -0.09
O 5.792 -9.864 14.944 -0.34 0.07 -0.09
H 6.652 -10.078 14.581 0.49 0.20 -0.03
H 5.377 -10.713 15.096 -0.16 -0.36 0.07
```
Forces are in eV/Å.

These are the natural (NBO) partial charges, in e, on atoms 1 to 6: 2.814, -0.630, -0.636, -0.611, -0.625, -0.647

***

# 4
Entry from the OMol25 dataset: a molecular structure, AsF6H28O14 at a distorted geometry (the ωB97M-V functional and the def2-TZVPD basis).

Summary:
HOMO in eV: -7.09
Charge: -1
Gap between HOMO and LUMO in eV: 9.21

Geometry as XYZ:
```
49
Properties=species:S:1:pos:R:3:forces:R:3
As -0.283 0.432 0.197 -0.67 -1.17 1.54
F -1.743 -0.586 0.032 0.84 0.48 -0.16
F 0.616 -1.010 0.641 -0.36 0.56 -0.46
F 1.143 1.377 0.607 -0.09 0.09 -0.80
F -1.264 1.801 -0.269 0.79 -0.29 -0.04
F -0.687 0.707 1.881 -0.51 -0.11 -0.49
F 0.190 0.222 -1.455 0.07 -0.05 0.31
O 1.756 3.262 -1.144 0.00 0.44 0.61
H 1.990 4.162 -0.896 -0.01 -0.05 -0.16
H 1.633 2.788 -0.303 -0.25 0.08 -0.16
O 1.260 -1.174 -4.616 -0.03 0.00 0.19
H 1.715 -1.858 -4.109 -0.14 0.03 0.02
H 0.518 -0.908 -4.056 0.03 -0.01 -0.11
O 2.186 0.772 3.425 0.37 0.28 -0.05
H 2.798 0.752 2.658 -0.34 0.00 0.44
H 2.389 1.575 3.913 -0.06 -0.05 -0.07
O -3.942 0.522 -1.695 0.25 0.07 -0.40
H -3.739 -0.419 -1.670 0.04 0.08 0.08
H -4.595 0.614 -2.397 -0.01 0.02 0.11
O 0.426 -1.323 3.636 0.16 -0.15 0.18
H -0.122 -1.315 2.848 0.15 0.01 0.01
H 0.893 -0.470 3.599 0.02 -0.27 -0.02
O 2.025 -2.687 -1.612 0.05 0.17 -0.23
H 2.612 -1.956 -1.846 -0.12 0.06 0.08
H 1.220 -2.258 -1.286 0.17 -0.08 0.14
O -1.566 -4.083 -0.477 -0.14 -0.03 -0.06
H -2.218 -3.384 -0.600 0.15 0.04 0.06
H -1.918 -4.838 -0.960 0.05 0.05 0.02
O -5.422 -0.510 0.569 -0.03 -0.21 0.14
H -5.354 -1.453 0.391 0.01 0.03 0.12
H -4.515 -0.228 0.746 -0.10 0.08 -0.11
O -2.414 -0.824 3.809 -0.63 0.10 -0.11
H -2.281 -1.672 3.375 0.11 0.01 0.09
H -2.213 -0.171 3.128 0.19 -0.05 0.06
O -1.454 1.431 -3.309 -0.24 -0.06 -0.22
H -2.129 1.194 -2.655 0.04 0.09 -0.03
H -0.690 1.681 -2.783 -0.03 0.06 0.06
O 3.724 -2.169 0.981 0.04 0.21 -0.26
H 3.381 -2.637 0.210 -0.22 -0.03 0.11
H 3.309 -1.289 0.944 0.18 -0.51 0.17
O 2.761 1.279 -2.578 0.09 0.14 0.49
H 2.459 1.985 -1.957 0.26 -0.44 -0.84
H 1.952 0.834 -2.845 0.05 -0.05 -0.10
O -2.512 3.593 1.342 0.23 -0.14 0.06
H -1.911 2.932 0.950 -0.43 0.36 0.16
H -2.779 3.210 2.183 0.04 0.00 -0.04
O 3.984 0.575 1.394 0.27 0.51 -0.43
H 3.873 0.997 0.531 -0.12 -0.08 0.07
H 4.938 0.527 1.528 -0.10 -0.21 0.04
```
Forces are in eV/Å.

These are the natural (NBO) partial charges, in e, on atoms 1 to 6: 2.831, -0.647, -0.624, -0.642, -0.623, -0.636

***

# 5
Entry from the OMol25 dataset: a molecular structure, B2Cl2H8Mg at a distorted geometry (the ωB97M-V functional and the def2-TZVPD basis).

Summary:
HOMO in eV: -1.96
Charge: -2
Gap between HOMO and LUMO in eV: 7.99

Geometry as XYZ:
```
13
Properties=species:S:1:pos:R:3:forces:R:3
Mg -0.183 0.697 -0.014 -0.34 2.14 0.70
Cl -2.351 1.594 0.091 -0.72 0.46 -0.01
Cl 1.515 2.287 0.207 0.40 0.60 0.02
B -0.024 -0.335 -1.731 0.20 -1.07 -2.01
H -0.083 -0.820 -2.693 -0.45 -1.47 -3.76
H -0.225 0.725 -1.728 -0.85 3.75 -1.41
H -0.670 -0.839 -1.027 -2.75 -2.01 2.23
H 0.969 -0.491 -1.340 3.83 -0.47 1.24
B 0.198 -0.567 1.636 0.48 -0.74 1.07
H -0.550 0.210 1.622 -3.06 2.38 0.89
H 0.960 -0.261 2.336 3.05 1.30 2.58
H -0.182 -1.514 1.987 -1.87 -3.64 1.10
H 0.627 -0.686 0.653 2.08 -1.23 -2.63
```
Forces are in eV/Å.

These are the natural (NBO) partial charges, in e, on atoms 1 to 6: 1.722, -0.909, -0.903, -0.870, -0.009, -0.053

***

# 6
Entry from the OMol25 dataset: 10 unconnected molecules or ions with the total composition B2F8H16O8 (the ωB97M-V functional and the def2-TZVPD basis).

Summary:
HOMO in eV: -5.25
Charge: -2
Gap between HOMO and LUMO in eV: 10.21

Geometry as XYZ:
```
34
Properties=species:S:1:pos:R:3:forces:R:3
B -2.749 8.022 -10.395 -0.11 -0.04 0.32
F -3.250 7.390 -9.234 0.11 0.02 -0.09
F -3.652 9.014 -10.808 0.04 -0.08 -0.09
F -1.491 8.590 -10.135 -0.04 0.02 -0.03
F -2.581 7.038 -11.415 -0.13 0.25 0.11
B -0.974 3.747 -12.250 -0.40 -0.19 0.12
F -1.834 3.733 -13.352 -0.01 0.04 0.08
F 0.274 4.243 -12.671 0.10 0.00 0.07
F -1.502 4.531 -11.201 0.12 -0.18 -0.29
F -0.829 2.426 -11.772 0.13 0.01 -0.08
O 0.921 0.351 -11.286 -0.01 -0.16 0.07
H 1.462 0.767 -11.963 -0.02 0.07 -0.03
H 0.174 0.965 -11.207 0.11 0.03 -0.08
O -0.011 7.228 -12.730 0.12 0.12 0.03
H -0.738 7.509 -12.149 0.14 -0.18 -0.04
H 0.074 6.280 -12.573 -0.11 -0.03 -0.04
O 0.508 2.252 -14.806 -0.09 0.08 0.11
H 0.279 2.924 -14.143 0.22 -0.04 0.16
H -0.242 1.653 -14.748 -0.05 -0.01 -0.07
O 2.364 6.548 -10.392 0.16 -0.05 -0.06
H 2.005 6.875 -11.224 -0.12 0.09 -0.01
H 1.591 6.156 -9.953 -0.02 0.10 0.07
O -3.702 6.530 -13.902 -0.01 -0.07 -0.08
H -3.342 6.520 -12.998 -0.12 0.20 -0.02
H -2.928 6.355 -14.443 0.04 -0.07 0.03
O -3.718 2.684 -10.518 -0.21 -0.04 0.02
H -3.522 2.856 -9.594 0.06 0.07 0.00
H -3.242 3.384 -10.986 0.03 -0.04 0.02
O 0.051 5.485 -9.120 -0.02 -0.41 0.27
H -0.492 5.673 -8.351 -0.01 0.27 -0.07
H -0.546 5.019 -9.726 0.02 0.17 -0.24
O 1.132 4.787 -16.141 -0.05 -0.01 -0.17
H 0.834 3.964 -15.725 0.07 -0.04 -0.15
H 0.429 5.417 -15.959 0.03 0.05 0.16
```
Forces are in eV/Å.

These are the natural (NBO) partial charges, in e, on atoms 1 to 6: 1.350, -0.584, -0.577, -0.577, -0.593, 1.335

***

# 7
Entry from the OMol25 dataset: a molecular structure, B4CsF12H4 at a distorted geometry (the ωB97M-V functional and the def2-TZVPD basis).

Summary:
HOMO in eV: -0.87
Charge: -3
Gap between HOMO and LUMO in eV: 5.25

Geometry as XYZ:
```
21
Properties=species:S:1:pos:R:3:forces:R:3
Cs 9.331 15.276 -19.349 0.42 -0.38 -0.25
B 8.708 15.753 -25.149 -0.03 0.02 -0.04
H 9.274 14.841 -25.262 2.77 -3.44 -0.95
H 9.035 16.144 -24.199 0.89 1.98 3.97
H 8.755 16.442 -25.978 0.70 2.91 -3.32
H 7.713 15.338 -25.204 -4.51 -1.34 0.40
B 15.129 17.181 -20.959 -1.24 0.23 -1.80
F 16.000 17.875 -20.201 1.78 0.39 1.86
F 14.379 18.187 -21.611 -0.65 0.27 -0.70
F 15.825 16.433 -21.945 -0.12 -0.27 0.39
F 14.213 16.411 -20.233 0.26 -0.50 0.32
B 10.916 13.651 -14.052 -0.28 1.43 -0.64
F 11.366 14.743 -13.368 0.39 2.61 1.13
F 11.362 13.777 -15.352 0.40 -0.34 -1.51
F 11.399 12.621 -13.381 1.32 -3.61 1.15
F 9.544 13.603 -14.051 -1.99 0.04 -0.13
B 9.212 9.737 -21.007 0.40 0.86 -1.18
F 7.815 10.019 -21.034 0.34 0.25 0.76
F 9.523 9.109 -22.172 -0.04 -1.68 -2.21
F 10.039 10.891 -21.091 -0.57 0.87 1.16
F 9.611 8.912 -19.990 -0.25 -0.31 1.58
```
Forces are in eV/Å.

These are the natural (NBO) partial charges, in e, on atoms 1 to 6: 0.996, -0.851, -0.013, -0.050, -0.047, -0.036

***

# 8
Entry from the OMol25 dataset: a molecular structure, B6F16H8Sn at a distorted geometry (the ωB97M-V functional and the def2-TZVPD basis).

Summary:
⟨S²⟩: 0.76
HOMO (alpha / beta) in eV: -2.62 / -2.30
2S+1: 2
Charge: -3
Gap between HOMO and LUMO (alpha / beta) in eV: 8.74 / 5.53

Geometry as XYZ:
```
31
Properties=species:S:1:pos:R:3:forces:R:3
Sn 0.688 0.117 -0.532 -1.25 0.57 1.00
B -0.617 -0.493 -3.447 0.81 0.92 -0.37
H 0.402 -0.742 -3.192 4.37 -1.27 1.18
H -0.676 0.583 -3.505 -0.61 4.13 -0.02
H -0.899 -0.956 -4.380 -0.97 -2.00 -3.59
H -1.309 -0.883 -2.717 -3.17 -1.80 3.68
B -0.620 -2.957 -1.084 0.98 -0.46 -4.41
H -0.305 -3.410 -0.156 0.43 -1.11 5.19
H -1.240 -3.712 -1.540 -1.88 -3.21 -1.75
H -1.207 -2.105 -0.778 -2.15 4.18 3.02
H 0.201 -2.673 -1.724 2.81 0.96 -2.19
B 1.574 2.638 2.750 -0.63 -1.47 1.34
F 2.200 1.840 3.709 0.73 -1.01 0.84
F 0.348 2.967 3.217 -1.55 1.05 0.75
F 2.382 3.698 2.579 1.26 2.09 -1.10
F 1.354 1.855 1.619 0.43 -0.99 -2.29
B 2.806 -2.134 1.096 -0.71 0.42 -0.51
F 3.688 -2.623 1.997 1.37 -0.87 0.54
F 3.140 -0.863 0.664 0.60 2.63 -0.20
F 2.693 -2.777 -0.119 0.18 -2.00 -1.06
F 1.569 -2.069 1.668 -1.80 0.09 0.60
B -2.205 -0.325 1.729 -1.28 0.75 -0.17
F -2.481 -0.726 0.417 -0.37 0.15 -1.25
F -3.164 0.420 2.370 -2.46 0.57 0.29
F -2.071 -1.462 2.426 1.07 -2.26 1.52
F -1.181 0.562 1.706 3.39 0.37 -0.96
B -1.041 3.243 -0.950 -0.13 1.89 1.19
F 0.110 2.866 -1.569 3.12 -1.36 -1.07
F -1.527 4.315 -1.712 -0.83 0.51 -0.30
F -1.827 2.166 -0.893 -2.00 -2.18 -0.35
F -0.787 3.640 0.350 0.24 0.71 0.44
```
Forces are in eV/Å.

These are the natural (NBO) partial charges, in e, on atoms 1 to 6: 1.745, -0.786, -0.053, 0.005, 0.008, 0.062